73
Properties=species:S:1:pos:R:3 method="wB97M-V/def2-TZVPD" multiplicity=1 total_charge=-1
N 0.079 4.302 0.938
H 0.653 4.808 1.582
H 0.302 4.665 0.046
H -0.920 4.435 1.142
H 0.181 3.281 1.030
O 1.623 -0.115 0.005
C 0.381 0.513 -0.130
C -0.717 -0.559 -0.304
O -1.958 -0.001 -0.132
H 0.406 1.161 -0.946
H 0.229 1.037 0.740
H -0.650 -1.366 0.419
H -0.765 -1.211 -1.208
O 3.106 0.086 3.003
H 2.905 0.426 3.873
H 2.326 -0.480 2.772
O 0.373 1.347 3.653
H 0.339 1.493 4.607
H 0.535 0.409 3.520
O -2.285 -4.071 1.785
H -1.740 -4.907 1.670
H -2.305 -3.527 0.979
O -2.980 -0.071 -2.472
H -2.221 -0.113 -3.118
H -2.567 -0.056 -1.596
O 2.349 2.289 1.180
H 2.948 1.913 1.822
H 1.886 1.530 0.831
O 0.771 -3.817 1.360
H 0.225 -3.984 0.631
H 1.419 -3.128 1.167
O -0.793 2.593 -3.309
H -1.248 2.717 -2.482
H -0.736 1.645 -3.287
O -1.779 2.529 -0.819
H -2.730 2.575 -0.748
H -1.550 1.602 -0.596
O -0.700 -3.135 -3.036
H -1.632 -3.158 -3.161
H -0.548 -2.514 -2.403
O 1.305 3.541 -2.168
H 1.795 2.807 -1.792
H 0.624 3.173 -2.689
O 2.820 -2.260 0.858
H 3.131 -2.292 1.734
H 2.350 -1.451 0.702
O -1.745 2.094 2.098
H -1.783 1.497 1.315
H -1.107 1.677 2.673
O -2.127 -0.868 2.519
H -2.231 -1.751 2.797
H -1.955 -1.006 1.593
O 3.048 1.395 -1.583
H 2.991 0.775 -2.318
H 2.537 0.937 -0.941
O -4.473 0.205 0.516
H -4.551 -0.549 1.039
H -3.590 0.156 0.182
O 0.782 -1.118 2.403
H 0.768 -1.041 1.425
H 0.224 -1.914 2.614
O -0.465 0.029 -3.644
H -0.629 -0.660 -4.283
H 0.321 -0.397 -3.223
O 4.331 -1.098 -1.222
H 4.073 -0.162 -1.128
H 3.899 -1.605 -0.554
O -2.908 -2.720 -0.371
H -3.068 -2.809 -1.281
H -2.354 -1.924 -0.303
O 1.635 -1.439 -2.203
H 2.546 -1.355 -2.447
H 1.592 -1.014 -1.325

---

9
Properties=species:S:1:pos:R:3 method="wB97M-V/def2-TZVPD" relative_energy_kj_mol=220.1 multiplicity=1 smiles="O=CBCF"
O 0.964 1.722 1.928
C 1.454 1.074 1.040
B 0.445 -0.085 0.359
C -0.751 -0.375 -0.816
F -1.734 -1.221 -0.421
H 2.452 1.389 0.749
H 0.318 -1.136 0.910
H -1.312 0.531 -1.261
H -0.299 -0.920 -1.622

---

10
Properties=species:S:1:pos:R:3 method="wB97M-V/def2-TZVPD" relative_energy_kj_mol=323.1 multiplicity=1
B -1.616 0.498 0.146
C -3.830 -0.415 -0.017
C 0.424 -0.939 -0.113
N -4.954 -0.742 -0.047
O -1.213 1.768 0.062
O -0.889 -0.560 0.263
H 0.308 -0.974 -1.181
H 0.593 -2.053 0.069
H 1.281 -0.371 0.240
H -1.675 2.477 -0.412

---

For reference, HOMO energy by record: -6.40, -9.97, -10.61 eV.
For reference, Kohn-Sham gap by record: 8.3, 9.7, 10.5 eV.